Below is a gas-phase ion, C6H10O (charge +1) in a non-equilibrium geometry, with properties calculated with ωB97M-V/def2-TZVPD.

DFT total energy = -8420.519 eV
orbital gap (alpha / beta) = 0.3184 / 0.2985 hartree
2S+1 = 2
relative energy (zero: lowest compared OMol25 entry of this formula, charge and spin) = 254.2 kJ/mol
total charge = +1
HOMO (alpha / beta) = -0.5634 / -0.5438 Eh

Structure (XYZ):
```
17
Properties=species:S:1:pos:R:3:forces:R:3:nbo_charge:R:1
C -1.615744 -2.289153 0.161941 1.181 -1.500 -1.365 -0.729
C -0.476103 -1.392239 0.438606 -1.092 1.121 1.776 0.474
C -0.271139 -0.273387 -0.405780 0.545 -1.481 -0.488 -0.385
C 0.456405 0.822690 -0.091489 0.686 1.156 -0.336 0.133
C 0.408686 2.111149 -0.924702 -0.898 -1.926 0.012 -0.219
O 1.602499 2.683230 -1.059615 0.319 0.486 0.007 -0.192
C 0.130256 -1.524565 1.793949 0.759 0.638 -0.450 -0.720
H -1.328478 -3.299598 0.482274 -0.198 0.113 0.204 0.267
H -1.761481 -2.371893 -0.918864 -0.340 0.227 0.077 0.252
H -2.569928 -2.076215 0.639969 0.138 0.516 0.244 0.307
H -0.646135 -0.412599 -1.416970 -0.637 0.630 0.191 0.247
H 1.216288 0.900604 0.684333 -0.458 -0.307 0.412 0.236
H -0.377109 2.771212 -0.510693 0.257 0.243 0.066 0.277
H -0.037164 1.816166 -1.896991 0.207 0.431 -0.178 0.242
H 0.954821 -0.829997 1.936349 0.085 -0.066 0.027 0.237
H -0.616669 -1.258132 2.542370 -0.306 -0.141 0.009 0.290
H 0.489483 -2.526050 2.029348 -0.247 -0.139 -0.210 0.282
```
Forces are in eV/Å.

***

Below is a molecular structure, C21H19N4O2SbSe4Tl, with properties calculated with ωB97M-V/def2-TZVPD.

DFT total energy = -304761.528 eV
orbital gap (alpha / beta) = 0.1892 / 0.1961 hartree
relative energy (zero: lowest compared OMol25 entry of this formula, charge and spin) = 62.0 kJ/mol
total charge = -1
HOMO (alpha / beta) = -0.1854 / -0.1764 Eh

Structure (XYZ):
```
52
Properties=species:S:1:pos:R:3:forces:R:3:nbo_charge:R:1
Tl 1.978968 1.490399 -0.491857 0.548 0.314 -0.105 0.711
O -5.692695 1.641402 -0.198437 0.301 0.079 0.644 -0.748
C -4.974356 1.753587 0.823166 -0.405 0.022 0.096 0.734
O -5.262542 1.832819 2.041331 0.048 -0.041 -0.746 -0.747
C -3.455531 1.775861 0.529479 -0.100 -0.096 0.018 -0.052
C -2.532976 1.864861 1.553021 0.014 0.034 0.227 -0.210
C -1.177764 1.817379 1.260248 0.240 0.025 0.072 0.148
N -0.720800 1.685104 0.010640 -0.029 0.120 0.047 -0.478
C -1.606992 1.618724 -0.986851 0.140 -0.040 -0.120 0.227
C -2.976469 1.669536 -0.761637 0.023 -0.022 -0.155 -0.228
C -1.063192 1.506747 -2.384599 0.126 0.086 0.193 0.172
C -1.888093 1.215083 -3.467514 -0.074 -0.071 -0.067 -0.232
C -1.348195 1.196386 -4.741516 -0.054 0.019 -0.026 -0.161
C 0.001595 1.457385 -4.915813 0.032 0.008 -0.058 -0.264
C 0.763298 1.699324 -3.785602 -0.004 -0.026 0.154 0.056
N 0.243985 1.725158 -2.558574 -0.106 0.018 -0.102 -0.462
C -0.156376 1.947912 2.356506 0.054 0.047 -0.215 0.195
C -0.499947 1.805376 3.699947 -0.150 -0.097 0.054 -0.233
C 0.472775 1.984935 4.665966 -0.008 0.033 0.082 -0.160
C 1.766799 2.304472 4.282433 -0.008 0.001 0.033 -0.264
C 2.030578 2.411769 2.928763 -0.106 -0.013 -0.132 0.051
N 1.096819 2.237635 1.993805 -0.141 0.026 0.184 -0.461
H -2.919924 1.986867 2.558073 0.023 -0.035 -0.116 0.245
H -3.708976 1.639275 -1.554972 -0.020 -0.024 0.012 0.244
H -2.935742 0.996876 -3.318020 0.030 0.029 -0.011 0.229
H -1.984256 0.983529 -5.593102 0.035 -0.005 0.032 0.214
H 0.458892 1.468032 -5.897809 -0.028 -0.034 0.073 0.219
H 1.837300 1.868360 -3.856054 -0.147 -0.026 0.038 0.216
H -1.512757 1.545785 3.985550 0.136 0.036 -0.038 0.229
H 0.218811 1.881876 5.715453 0.021 -0.016 -0.069 0.215
H 2.554058 2.458654 5.008280 -0.018 -0.013 -0.019 0.221
H 3.029475 2.639965 2.566626 -0.036 -0.035 -0.009 0.216
Se 5.019272 -1.751579 0.917111 0.018 0.106 -0.138 -0.201
Sb 5.653563 -0.112223 -1.155614 0.049 0.099 0.096 0.729
Se 3.517207 -0.544214 2.039010 -0.068 -0.076 0.052 -0.148
Se 3.728175 -0.358319 -2.610364 -0.107 -0.143 -0.071 -0.646
Se 5.766988 2.092517 -0.189568 -0.105 -0.109 0.053 -0.622
C 1.765794 -4.193567 0.350517 -0.009 0.057 -0.023 -0.593
C 0.449209 -3.512195 -0.049406 0.108 0.177 -0.081 -0.155
C -0.048668 -4.064978 -1.393896 -0.004 0.094 0.019 -0.589
C -0.608150 -3.699351 1.046462 -0.003 0.073 -0.020 -0.589
C 0.699541 -2.057572 -0.215251 -0.079 -0.098 0.057 0.385
N 0.870775 -0.928726 -0.340648 -0.178 -0.511 0.049 -0.393
H 1.588254 -5.266228 0.465944 0.002 0.065 -0.009 0.206
H 2.142476 -3.794775 1.292986 0.004 0.004 -0.012 0.229
H 2.531635 -4.040688 -0.411267 -0.019 -0.002 0.026 0.231
H -0.206974 -5.141781 -1.299698 0.001 0.051 0.000 0.209
H 0.686957 -3.883673 -2.179723 -0.033 -0.031 0.037 0.226
H -0.990118 -3.595003 -1.686480 0.051 -0.037 0.023 0.220
H -0.809259 -4.766048 1.168034 0.007 0.040 -0.005 0.210
H -1.540028 -3.193064 0.787351 0.044 -0.038 0.007 0.225
H -0.252418 -3.299610 1.997566 -0.017 -0.026 -0.032 0.223
```
Forces are in eV/Å.

***

Below is 2 unconnected molecules or ions with the total composition C6H14NO2P in a non-equilibrium geometry, with properties calculated with ωB97M-V/def2-TZVPD.

DFT total energy = -21319.522 eV
orbital gap = 0.3803 hartree
relative energy (zero: lowest compared OMol25 entry of this formula, charge and spin) = 354.0 kJ/mol
SMILES = CCP(C)(=O)CC.C#[N+][O-]
HOMO = -0.3534 Eh

Structure (XYZ):
```
24
Properties=species:S:1:pos:R:3:forces:R:3:nbo_charge:R:1
C -0.558897 -0.730511 -1.789310 -0.455 2.605 -0.365 -0.613
C -1.029587 -1.013561 -0.392381 -0.341 1.699 0.845 -0.752
P 0.382017 -0.405559 0.738935 -2.793 -0.696 0.846 1.894
C 0.478848 1.410020 0.469454 -0.148 0.354 0.835 -1.018
O 1.722034 -1.010592 0.605008 0.172 -0.323 -0.168 -1.090
C -0.542998 -0.716865 2.369869 2.348 -0.900 -0.280 -0.731
C 0.399711 -1.043587 3.580984 -2.669 -3.250 -0.996 -0.616
H -0.021361 -1.527707 -2.143268 1.579 -1.866 -1.104 0.212
H -1.452448 -0.603960 -2.446771 0.985 0.308 0.182 0.217
H 0.170424 0.207006 -1.779050 -1.822 -1.851 -0.458 0.194
H -1.392917 -2.051059 -0.172253 0.601 0.892 -0.231 0.239
H -1.922285 -0.295395 -0.309537 1.142 -1.033 0.830 0.226
H -0.495727 1.943129 0.332755 0.709 -0.534 0.545 0.244
H 1.106106 1.822807 1.322377 -0.933 -0.331 -0.996 0.256
H 1.024634 1.581241 -0.451447 0.315 -0.076 -0.068 0.246
H -1.024501 0.177788 2.498277 -1.574 2.375 0.517 0.209
H -1.325477 -1.494323 2.229243 0.805 0.334 0.062 0.231
H 1.183270 -0.441340 3.876295 1.414 1.972 0.015 0.214
H -0.230625 -1.231840 4.518764 0.912 -0.143 -1.367 0.208
H 0.880938 -1.966828 3.149424 -0.257 0.444 1.363 0.223
C 1.208893 1.976041 -3.803397 0.384 0.109 0.838 -0.103
N 0.125967 1.741656 -4.075413 2.977 0.667 -0.148 0.245
O -0.915992 1.538744 -4.510540 -4.577 -0.943 -0.938 -0.382
H 2.229973 2.134695 -3.818019 1.228 0.186 0.240 0.247
```
Forces are in eV/Å.

***

Please write out number 3 again, unchanged.
Below is 2 unconnected molecules or ions with the total composition C6H14NO2P in a non-equilibrium geometry, with properties calculated with ωB97M-V/def2-TZVPD.

DFT total energy = -21319.522 eV
orbital gap = 0.3803 hartree
relative energy (zero: lowest compared OMol25 entry of this formula, charge and spin) = 354.0 kJ/mol
SMILES = CCP(C)(=O)CC.C#[N+][O-]
HOMO = -0.3534 Eh

Structure (XYZ):
```
24
Properties=species:S:1:pos:R:3:forces:R:3:nbo_charge:R:1
C -0.558897 -0.730511 -1.789310 -0.455 2.605 -0.365 -0.613
C -1.029587 -1.013561 -0.392381 -0.341 1.699 0.845 -0.752
P 0.382017 -0.405559 0.738935 -2.793 -0.696 0.846 1.894
C 0.478848 1.410020 0.469454 -0.148 0.354 0.835 -1.018
O 1.722034 -1.010592 0.605008 0.172 -0.323 -0.168 -1.090
C -0.542998 -0.716865 2.369869 2.348 -0.900 -0.280 -0.731
C 0.399711 -1.043587 3.580984 -2.669 -3.250 -0.996 -0.616
H -0.021361 -1.527707 -2.143268 1.579 -1.866 -1.104 0.212
H -1.452448 -0.603960 -2.446771 0.985 0.308 0.182 0.217
H 0.170424 0.207006 -1.779050 -1.822 -1.851 -0.458 0.194
H -1.392917 -2.051059 -0.172253 0.601 0.892 -0.231 0.239
H -1.922285 -0.295395 -0.309537 1.142 -1.033 0.830 0.226
H -0.495727 1.943129 0.332755 0.709 -0.534 0.545 0.244
H 1.106106 1.822807 1.322377 -0.933 -0.331 -0.996 0.256
H 1.024634 1.581241 -0.451447 0.315 -0.076 -0.068 0.246
H -1.024501 0.177788 2.498277 -1.574 2.375 0.517 0.209
H -1.325477 -1.494323 2.229243 0.805 0.334 0.062 0.231
H 1.183270 -0.441340 3.876295 1.414 1.972 0.015 0.214
H -0.230625 -1.231840 4.518764 0.912 -0.143 -1.367 0.208
H 0.880938 -1.966828 3.149424 -0.257 0.444 1.363 0.223
C 1.208893 1.976041 -3.803397 0.384 0.109 0.838 -0.103
N 0.125967 1.741656 -4.075413 2.977 0.667 -0.148 0.245
O -0.915992 1.538744 -4.510540 -4.577 -0.943 -0.938 -0.382
H 2.229973 2.134695 -3.818019 1.228 0.186 0.240 0.247
```
Forces are in eV/Å.

***

Q: The lowest DFT total energy belongs to which entry?
A: C21H19N4O2SbSe4Tl